C72H60F12 | ωB97M-V with the def2-TZVPD basis set

The spin multiplicity is 1. The LUMO energy is 0.0214 Ha. The value obtained for the energy above the lowest of the compared OMol25 structures with the same formula, charge and spin is 2.628 eV. As for the SMILES: Fc1ccccc1.Fc1ccccc1.Fc1ccccc1.Fc1ccccc1.Fc1ccccc1.Fc1ccccc1.Fc1ccccc1.Fc1ccccc1.Fc1ccccc1.Fc1ccccc1.Fc1ccccc1.Fc1ccccc1. The value obtained for the HOMO energy is -8.93 eV. The value obtained for the electronic energy is -3977.901874 hartree. The HOMO-LUMO gap is 9.52 eV.

```
144
Properties=species:S:1:pos:R:3:forces:R:3:mulliken_charge:R:1
F 0.44240 6.51750 0.85130 0.736 0.487 0.075 -0.36
C -0.74030 5.91810 0.94452 -0.881 0.116 -1.356 0.67
C -1.65282 6.16815 -0.13669 2.084 0.379 1.536 -0.81
C -2.86590 5.55251 -0.03041 -0.254 1.004 -1.631 -0.09
C -3.18519 4.83070 1.06968 -3.893 -2.244 0.875 -0.54
C -2.31783 4.59565 2.06260 2.319 -0.302 2.258 -0.16
C -1.00753 5.11397 2.02542 -0.729 0.408 -0.190 -0.68
H -1.32484 6.93425 -0.86846 -0.489 -0.908 0.248 0.42
H -3.59858 5.66759 -0.80332 -0.304 0.177 -0.317 0.47
H -4.24130 4.37430 1.21970 1.854 0.897 -0.664 0.20
H -2.54913 4.03952 2.97431 -0.371 0.016 -0.460 0.38
H -0.31579 5.02572 2.86489 -0.092 -0.117 -0.425 0.51
F 2.47107 2.51393 2.82555 -0.335 -0.630 0.589 0.25
C 2.85758 3.66792 2.29352 0.968 0.435 0.157 0.09
C 2.56419 3.86596 0.96164 0.231 0.622 0.245 0.61
C 2.93280 5.06550 0.40319 -0.224 0.804 0.221 -0.66
C 3.56463 6.05201 1.17421 0.331 0.344 -1.272 -0.85
C 4.01821 5.75329 2.43323 0.413 -0.168 0.547 -0.54
C 3.65111 4.54104 3.03696 0.254 0.279 0.449 -0.55
H 2.05753 3.14542 0.35508 -0.238 -0.471 -0.042 0.22
H 2.63223 5.20856 -0.61907 0.136 0.406 -0.239 0.34
H 3.80565 7.05257 0.78083 -0.171 -0.715 -0.117 0.40
H 4.74444 6.45960 2.87920 -0.812 -0.553 0.182 0.34
H 4.01033 4.32801 4.06608 -0.517 -0.172 -0.913 0.32
F 4.08731 2.47601 5.78165 -0.202 -0.143 0.306 -0.40
C 3.20908 1.47858 5.53786 0.278 -1.515 -1.153 0.39
C 3.50649 0.58373 4.49609 -0.410 0.607 0.390 -0.19
C 2.55834 -0.38614 4.16373 -0.639 0.618 0.874 -0.32
C 1.35459 -0.48243 4.86232 0.459 0.155 0.846 -0.77
C 1.13297 0.40044 5.95282 -0.158 -2.014 -1.528 -0.61
C 2.06258 1.31588 6.30457 1.517 1.756 0.579 -0.71
H 4.42474 0.69181 3.92628 -0.108 0.043 0.051 0.35
H 2.69062 -1.04913 3.34564 0.506 -0.509 -0.553 0.38
H 0.70487 -1.35278 4.67260 0.233 0.804 0.036 0.89
H 0.26078 0.28986 6.53801 -0.841 -0.093 0.549 0.44
H 1.99333 1.91962 7.20807 -0.334 0.043 -0.263 0.42
F 3.83869 2.87425 -4.36080 0.144 0.276 -0.341 -0.35
C 2.63843 3.11006 -3.81311 -0.998 -0.275 0.937 0.32
C 1.81873 1.99527 -3.55118 1.160 -0.254 -0.503 -0.39
C 0.65457 2.18933 -2.84968 -0.047 -1.731 0.217 0.18
C 0.26445 3.45770 -2.49474 -0.965 -0.176 0.779 -0.78
C 1.03975 4.54366 -2.75055 0.837 1.831 -0.633 -0.20
C 2.27445 4.40084 -3.40766 -1.103 -2.338 -0.072 -0.57
H 2.11662 0.96576 -3.85578 -0.031 1.031 0.267 0.31
H 0.14466 1.25573 -2.50863 -0.024 1.139 -0.457 0.04
H -0.65570 3.60257 -1.96756 -0.430 0.003 0.249 0.52
H 0.67709 5.56330 -2.47057 0.438 -0.999 -0.205 0.26
H 2.89661 5.18814 -3.66977 1.019 1.479 -0.209 0.60
F -5.40757 1.96081 -0.79431 -0.017 0.368 1.382 -0.26
C -5.60605 1.60947 -2.04644 -1.105 -1.334 -1.510 0.38
C -4.62800 1.91952 -2.96565 0.419 0.046 -0.314 -0.01
C -4.81568 1.50330 -4.29915 -0.226 0.676 0.906 -0.57
C -5.96338 0.85624 -4.64529 -0.284 -0.265 0.079 -0.52
C -6.92452 0.54291 -3.71223 -0.435 -0.548 -0.087 -0.42
C -6.77818 0.87094 -2.39263 1.351 1.141 0.419 -0.66
H -3.73913 2.44486 -2.58122 -0.576 -0.294 -0.585 0.32
H -4.18330 1.73790 -5.11702 1.070 0.298 -0.172 0.45
H -6.14554 0.54489 -5.64287 0.081 -0.112 -0.858 0.43
H -7.76656 -0.03135 -4.06875 -0.320 0.028 0.242 0.39
H -7.52483 0.61169 -1.66853 -0.095 0.003 0.389 0.49
F -0.33046 -6.16413 -1.74605 -0.245 0.505 -1.231 -0.34
C -0.91251 -5.80067 -2.97427 -0.600 -0.921 2.583 0.80
C -2.28502 -6.09516 -3.04548 1.087 -0.014 -0.700 -0.79
C -2.91595 -5.79566 -4.23320 0.244 0.244 -0.382 -0.20
C -2.15361 -5.21785 -5.28693 -1.161 -0.549 1.698 -0.82
C -0.81896 -4.97500 -5.12162 1.254 0.943 -1.402 -0.21
C -0.14368 -5.21183 -3.92771 -1.334 -0.789 -0.191 -0.67
H -2.76493 -6.61482 -2.23093 -0.041 0.153 0.122 0.47
H -3.98645 -6.01158 -4.32079 0.451 0.215 -0.212 0.40
H -2.67483 -4.88215 -6.14187 -0.246 0.056 -1.021 0.45
H -0.25379 -4.56375 -5.98717 -0.439 -0.189 0.784 0.28
H 0.88579 -5.08003 -3.75320 1.074 0.361 -0.019 0.64
F -3.57446 -1.77718 -4.92986 -0.225 0.291 -1.093 -0.47
C -3.83951 -2.29185 -3.73297 3.022 0.142 0.164 0.35
C -2.69000 -2.65467 -2.98896 -1.544 -0.560 -0.152 0.32
C -2.96693 -3.15058 -1.72196 1.507 -0.313 0.619 -0.14
C -4.25874 -3.18382 -1.16050 0.759 0.488 -2.136 -1.55
C -5.28913 -2.88348 -2.02690 -3.080 -0.554 0.886 -0.33
C -5.11079 -2.43531 -3.31938 -0.076 0.031 0.095 -0.60
H -1.69719 -2.70536 -3.47189 -0.756 0.213 0.451 0.25
H -2.08524 -3.58263 -1.19606 -0.838 0.526 0.014 0.61
H -4.44907 -3.38206 -0.14839 -0.085 -0.669 1.105 0.62
H -6.38796 -3.06643 -1.74346 1.825 0.506 0.019 0.26
H -5.88679 -2.14572 -3.99914 -0.467 -0.070 0.019 0.61
F 7.44578 -0.68170 2.21384 3.490 -1.453 1.674 -0.38
C 6.38736 -0.25378 1.65612 -2.193 0.703 -0.878 0.50
C 6.32973 1.05758 1.27096 -1.103 0.171 -0.906 -1.01
C 5.12614 1.46162 0.69291 0.909 0.884 -0.841 -0.33
C 4.04310 0.63548 0.48509 -0.125 -1.177 0.909 -1.04
C 4.13529 -0.68859 0.92669 1.094 0.595 0.528 0.06
C 5.34458 -1.13642 1.50150 -1.700 -0.603 -0.373 -0.62
H 7.18469 1.72163 1.25569 -0.030 -0.139 0.367 0.52
H 5.17472 2.44593 0.25696 -0.541 0.380 0.099 0.42
H 3.08320 0.93402 0.10074 0.083 0.483 -0.352 0.82
H 3.24753 -1.29794 0.90543 0.030 -0.439 -0.178 0.93
H 5.43922 -2.17794 1.83654 0.090 0.631 -0.085 0.07
F -4.20839 -1.05855 7.33908 -0.566 0.199 1.180 -0.32
C -3.77327 -0.47172 6.22959 0.081 -0.780 -1.106 0.47
C -2.52752 -0.90015 5.80071 0.161 0.940 -1.521 -0.67
C -2.11085 -0.53369 4.50568 1.658 -0.446 0.001 0.36
C -2.82756 0.34120 3.70221 -1.218 -0.156 1.480 -0.56
C -4.04864 0.72272 4.23043 -2.134 0.784 -0.196 -0.24
C -4.62977 0.29484 5.44850 2.738 -0.282 -0.481 -1.00
H -1.87926 -1.45969 6.45281 -0.092 -0.363 0.025 0.54
H -1.15356 -0.93802 4.12299 -0.710 0.373 0.387 0.10
H -2.60921 0.79039 2.74723 0.730 -0.519 -0.178 0.49
H -4.66417 1.35216 3.57588 0.095 -0.075 0.382 0.37
H -5.57630 0.54344 5.84804 -0.901 0.378 -0.107 0.49
F 0.23238 -1.14441 -4.84956 0.669 -0.794 0.441 -0.46
C 1.10711 -1.73052 -3.94681 -0.177 0.923 -2.299 0.20
C 2.32195 -2.21433 -4.40664 0.243 -0.296 -0.142 -0.85
C 3.25915 -2.64108 -3.46039 -1.174 0.513 1.059 -0.79
C 2.91671 -2.65070 -2.09265 -0.543 0.342 0.400 -0.50
C 1.64956 -2.14977 -1.68654 2.031 -0.611 -2.108 -0.55
C 0.77170 -1.64077 -2.65277 -0.929 -0.227 3.185 0.87
H 2.51595 -2.26904 -5.48383 0.004 0.260 0.495 0.43
H 4.26666 -2.83179 -3.72546 0.670 -0.574 -0.490 0.54
H 3.61996 -2.99758 -1.29039 -0.621 0.378 -1.067 0.26
H 1.48993 -2.13678 -0.65073 -0.776 0.180 1.187 0.67
H -0.19000 -1.23543 -2.28963 0.550 -0.100 -0.584 0.31
F -2.34298 1.95133 -1.02974 0.535 -0.101 0.714 -0.27
C -1.60188 1.12672 -0.22432 -0.514 -0.196 -0.581 0.35
C -0.46010 1.60435 0.39640 0.120 0.293 0.181 -0.16
C 0.34549 0.70952 1.09687 -0.587 -0.537 0.356 0.61
C -0.08235 -0.61191 1.23328 -0.415 0.771 -0.942 -0.40
C -1.25840 -1.05129 0.60131 1.630 -0.594 0.314 -0.87
C -2.01916 -0.20727 -0.16518 1.592 1.413 1.108 -0.94
H -0.16409 2.65444 0.40644 -0.380 -0.198 -0.422 -0.07
H 1.26520 1.05679 1.56390 -0.261 -0.111 -0.028 -0.10
H 0.52863 -1.32178 1.72804 0.480 -0.577 0.579 0.70
H -1.39947 -2.12797 0.58876 -0.551 0.151 0.188 0.14
H -2.86487 -0.56970 -0.63492 -1.614 -0.354 -1.146 1.10
F 1.73784 -3.87995 3.58481 0.816 -0.796 -0.125 -0.29
C 2.50596 -4.57685 2.67110 -2.526 0.329 -0.112 0.71
C 3.82718 -4.29589 2.54297 0.038 0.252 0.366 -0.57
C 4.46681 -4.74424 1.41893 0.259 -0.605 -1.388 -0.23
C 3.80060 -5.46637 0.42295 0.674 -0.641 1.161 -0.86
C 2.48804 -5.85104 0.67472 0.533 0.313 -0.581 -0.33
C 1.81746 -5.39992 1.77979 -0.420 0.095 0.398 -0.59
H 4.31224 -3.74839 3.31609 0.358 0.522 0.348 0.51
H 5.50639 -4.54341 1.24308 0.392 0.149 0.226 0.43
H 4.42352 -5.93294 -0.33934 -0.494 0.388 -0.258 0.42
H 1.92577 -6.42844 -0.01889 -0.146 -0.556 -0.558 0.47
H 0.77427 -5.72970 1.86194 0.424 0.628 0.466 0.40
```
Positions in Å, forces in eV/Å.

C7H9N3O | ωB97M-V with the def2-TZVPD basis set

The spin multiplicity is 1. The LUMO energy is 0.0208 Ha. The value obtained for the energy above the lowest of the compared OMol25 structures with the same formula, charge and spin is 4.518 eV. The value obtained for the HOMO energy is -7.94 eV. The value obtained for the electronic energy is -511.479521 hartree. The HOMO-LUMO gap is 8.51 eV.

```
20
Properties=species:S:1:pos:R:3:forces:R:3:mulliken_charge:R:1
C -0.92609 2.66216 1.67346 0.235 0.164 -0.122 0.16
C -1.15234 1.33477 1.75357 -0.246 0.480 0.110 -1.04
C -0.31100 0.42238 1.08682 1.024 -1.132 -0.894 0.71
C 1.68070 -2.10480 0.48488 1.560 -2.481 -1.200 -1.30
C 0.97296 -1.59197 -0.73721 0.699 -1.318 -0.675 1.22
C 1.42396 -0.61483 -1.68438 0.904 -0.059 -0.918 -0.51
C 0.41249 -0.55348 -2.56847 -0.143 -0.013 -0.188 -0.43
H -1.42945 4.60972 2.16022 -0.040 -0.382 0.006 0.20
H -2.47058 3.41079 2.83142 0.206 0.027 -0.159 0.20
H -0.07496 3.03455 1.09337 -0.317 -0.177 0.192 0.30
H -1.98377 0.93759 2.31613 -0.074 -0.056 0.046 0.27
H 1.05710 -2.84499 0.98274 -0.034 -0.048 -0.055 0.36
H 1.92579 -1.35301 1.18964 0.359 0.476 0.353 0.34
H 2.63830 -2.57452 0.21220 -0.264 -0.322 -0.095 0.37
H 2.36242 -0.04949 -1.68612 -0.596 -0.357 0.033 0.33
H 0.23101 0.01976 -3.47241 0.124 -0.120 0.252 0.44
N -1.66651 3.63460 2.26386 -0.093 0.156 0.085 -0.41
N 0.39252 -0.33238 0.53857 -3.563 6.016 4.013 -0.42
N -0.19723 -2.05599 -1.07051 0.416 -1.530 -0.136 -0.61
O -0.57019 -1.40493 -2.22532 -0.156 0.673 -0.649 -0.17
```
Positions in Å, forces in eV/Å.